# C33H33MnN6O4P

A molecular structure, C33H33MnN6O4P at a distorted geometry (wB97M-V/def2-TZVPD, OMol25).

Electronic energy ... -92483.6973 eV
Energy above the lowest of the compared OMol25 structures with the same formula, charge and spin ... 0.0 kJ/mol
LUMO (alpha / beta) ... -7.33 / -8.16 eV
Orbital gap (alpha / beta) ... 6.621 / 6.149 eV

ORCA input file:
```
! wB97M-V def2-TZVPD RIJCOSX def2/J DEFGRID3
* xyz 2 4
Mn -0.136 0.259 0.485
C 3.576 -1.293 -3.408
C 3.254 -0.041 -2.899
C 2.097 0.135 -2.163
C 1.230 -0.944 -1.962
C 1.556 -2.208 -2.478
C 2.729 -2.374 -3.189
N 0.073 -0.748 -1.192
C -1.101 -1.411 -1.514
C -1.393 -2.004 -2.755
C -2.615 -2.622 -2.945
C -3.574 -2.680 -1.932
C -3.335 -2.069 -0.713
C -2.118 -1.430 -0.532
N -1.781 -0.728 0.640
N -2.532 -0.630 1.619
C -1.965 0.222 2.602
C -2.627 0.418 3.798
C -2.036 1.260 4.729
C -0.831 1.863 4.420
C -0.235 1.617 3.189
N -0.796 0.810 2.292
H 4.487 -1.427 -3.973
H 3.907 0.802 -3.073
H 1.854 1.100 -1.746
H 0.913 -3.060 -2.312
H 2.986 -3.351 -3.574
H -0.683 -1.944 -3.564
H -2.838 -3.060 -3.907
H -4.514 -3.179 -2.115
H -4.071 -2.062 0.077
H -3.564 -0.086 3.976
H -2.512 1.443 5.680
H -0.341 2.524 5.118
H 0.709 2.061 2.907
O 3.267 1.152 1.691
C 2.505 1.780 1.007
O 1.348 1.346 0.549
H 2.720 2.809 0.663
C 0.278 -3.255 0.826
P 0.909 -1.679 1.463
C 2.678 -1.760 1.146
C 0.697 -1.766 3.245
C -0.385 -2.440 3.813
C -0.523 -2.490 5.192
C 0.413 -1.866 6.005
C 1.485 -1.186 5.445
C 1.628 -1.129 4.067
H -0.806 -3.321 0.845
H 0.685 -4.057 1.445
H 0.626 -3.397 -0.197
H 3.092 -2.571 1.749
H 3.161 -0.815 1.380
H 2.836 -1.983 0.089
H -1.112 -2.949 3.192
H -1.348 -3.033 5.630
H 0.313 -1.920 7.079
H 2.220 -0.713 6.081
H 2.473 -0.603 3.641
O 2.100 2.624 -5.503
C 0.916 3.390 -5.502
N 0.392 3.231 -4.163
C -0.885 3.531 -3.846
O -1.694 3.980 -4.627
C -1.288 3.248 -2.421
C -2.175 4.096 -1.769
C -2.578 3.769 -0.488
C -2.093 2.610 0.093
N -1.250 1.777 -0.529
C -0.864 2.105 -1.769
H 2.560 2.768 -6.337
H 0.173 3.016 -6.215
H 1.124 4.447 -5.713
H 1.063 2.996 -3.449
H -2.541 4.980 -2.276
H -3.268 4.391 0.063
H -2.412 2.325 1.087
H -0.213 1.402 -2.270
*
```

***

# C33H34AlN3O2PSe2

A molecular structure, C33H34AlN3O2PSe2 (wB97M-V/def2-TZVPD, OMol25).

Electronic energy ... -189892.6738 eV
LUMO ... -8.97 eV
Orbital gap ... 7.734 eV

ORCA input file:
```
! wB97M-V def2-TZVPD RIJCOSX def2/J DEFGRID3
* xyz 3 1
Al 0.454 0.203 0.067
Se 1.119 2.065 -1.859
Se 2.953 2.688 -0.548
C 3.582 0.881 -0.484
C 4.953 0.697 -0.544
C 5.455 -0.573 -0.764
C 4.548 -1.600 -0.965
C 3.201 -1.338 -0.825
N 2.694 -0.128 -0.529
C -0.060 2.952 -0.653
C -0.552 4.219 -0.872
C -1.309 4.804 0.136
C -1.492 4.100 1.316
C -0.953 2.833 1.444
N -0.268 2.234 0.460
H 5.611 1.553 -0.471
H 6.521 -0.742 -0.840
H 4.877 -2.597 -1.225
H 2.494 -2.126 -0.996
H -0.332 4.740 -1.794
H -1.721 5.797 0.012
H -2.047 4.529 2.139
H -1.058 2.298 2.372
O -1.452 1.027 -1.958
N -1.345 0.015 -1.016
C -2.371 -0.756 -0.944
C -2.572 -1.971 -0.197
C -3.899 -2.430 -0.167
C -4.218 -3.667 0.356
C -3.197 -4.505 0.778
C -1.878 -4.067 0.748
C -1.548 -2.786 0.321
P 0.234 -2.352 0.227
C 1.006 -3.141 1.686
C 0.284 -3.485 2.830
C 0.918 -4.059 3.922
C 2.282 -4.302 3.897
C 3.013 -3.966 2.767
C 2.384 -3.388 1.675
C 0.612 -3.390 -1.230
C 0.381 -2.835 -2.492
C 0.572 -3.599 -3.631
C 1.006 -4.914 -3.514
C 1.247 -5.461 -2.262
C 1.053 -4.705 -1.114
H -2.270 0.927 -2.472
H -3.223 -0.486 -1.570
H -4.686 -1.805 -0.573
H -5.248 -3.993 0.388
H -3.422 -5.508 1.116
H -1.100 -4.748 1.062
H -0.781 -3.330 2.891
H 0.334 -4.326 4.793
H 2.771 -4.760 4.746
H 4.076 -4.160 2.725
H 2.975 -3.160 0.804
H 0.067 -1.799 -2.578
H 0.390 -3.173 -4.609
H 1.166 -5.508 -4.404
H 1.590 -6.484 -2.175
H 1.249 -5.140 -0.142
C -2.219 -1.122 3.199
C -1.655 0.064 2.447
O -0.263 -0.062 1.996
C 0.678 0.000 3.110
C 2.065 0.270 2.580
H -3.204 -0.837 3.570
H -1.609 -1.384 4.062
H -2.345 -1.987 2.555
H -1.703 0.928 3.111
H -2.240 0.269 1.552
H 0.645 -0.942 3.656
H 0.360 0.804 3.778
H 2.464 -0.604 2.066
H 2.742 0.513 3.398
H 2.045 1.145 1.911
*
```

***

# C33H34BCrFN11O3S

A molecular structure, C33H34BCrFN11O3S at a distorted geometry (wB97M-V/def2-TZVPD, OMol25).

Electronic energy ... -99947.9485 eV
Energy above the lowest of the compared OMol25 structures with the same formula, charge and spin ... 0.0 kJ/mol
LUMO (alpha / beta) ... -5.35 / -5.16 eV
Orbital gap (alpha / beta) ... 6.929 / 7.133 eV

ORCA input file:
```
! wB97M-V def2-TZVPD RIJCOSX def2/J DEFGRID3
* xyz 2 2
Cr -0.429 -0.358 0.574
C -2.033 -4.126 -0.094
C -2.148 -2.795 0.292
N -1.027 -2.146 -0.009
N -0.194 -3.015 -0.587
C -0.770 -4.222 -0.651
B 1.226 -2.562 -0.932
N 1.883 -2.162 0.401
C 3.072 -2.506 0.902
C 3.271 -1.792 2.070
C 2.125 -1.015 2.201
N 1.300 -1.253 1.188
N 1.144 -1.244 -1.710
C 1.679 -0.908 -2.891
C 1.477 0.445 -3.094
C 0.795 0.870 -1.956
N 0.596 -0.159 -1.138
H -2.752 -4.907 0.030
H -2.971 -2.280 0.754
H -0.260 -5.062 -1.076
H 1.828 -3.400 -1.496
H 3.699 -3.216 0.401
H 4.124 -1.811 2.713
H 1.882 -0.302 2.964
H 2.165 -1.634 -3.509
H 1.784 1.034 -3.935
H 0.458 1.854 -1.688
F -0.767 -4.943 5.218
C -0.599 -3.632 5.508
C -0.768 -2.758 4.466
C -0.648 -1.381 4.654
C -0.727 -0.477 3.516
O -1.132 -0.885 2.398
C -0.253 0.850 3.776
C -0.083 1.256 5.070
N -0.228 0.447 6.143
C -0.189 1.025 7.461
C -1.359 0.851 8.387
C -1.090 2.186 7.764
C -0.367 -0.911 5.953
C -0.180 -1.827 6.996
C -0.288 -3.207 6.818
N -0.013 -4.096 7.860
C -0.381 -3.801 9.228
C 0.752 -4.245 10.175
N 1.482 -5.385 9.554
C 0.529 -6.272 8.844
C 0.011 -5.532 7.607
C 0.102 1.829 2.647
O 0.384 2.974 2.939
O 0.069 1.354 1.456
H -0.992 -3.145 3.484
H 0.187 2.287 5.259
H 0.805 1.038 7.897
H -1.168 0.723 9.443
H -2.217 0.301 8.031
H -0.699 2.984 8.377
H -1.775 2.522 6.999
H 0.087 -1.427 7.959
H -1.313 -4.319 9.492
H -0.556 -2.737 9.368
H 0.333 -4.564 11.133
H 1.463 -3.439 10.361
H 2.014 -5.900 10.262
H 2.151 -5.017 8.864
H -0.283 -6.526 9.528
H 1.022 -7.195 8.539
H -0.978 -5.932 7.352
H 0.680 -5.719 6.766
N -2.842 1.774 1.438
C -3.027 1.239 0.220
N -2.182 0.434 -0.379
C -2.675 0.039 -1.618
C -2.072 -0.790 -2.562
C -2.705 -1.035 -3.765
C -3.951 -0.492 -4.057
C -4.589 0.310 -3.130
C -3.940 0.565 -1.935
S -4.508 1.576 -0.634
H -1.884 1.926 1.725
H -3.521 2.455 1.740
H -1.122 -1.252 -2.371
H -2.212 -1.662 -4.493
H -4.415 -0.700 -5.008
H -5.554 0.747 -3.327
*
```

***

What did the third record say?
# C33H34BCrFN11O3S

A molecular structure, C33H34BCrFN11O3S at a distorted geometry (wB97M-V/def2-TZVPD, OMol25).

Electronic energy ... -99947.9485 eV
Energy above the lowest of the compared OMol25 structures with the same formula, charge and spin ... 0.0 kJ/mol
LUMO (alpha / beta) ... -5.35 / -5.16 eV
Orbital gap (alpha / beta) ... 6.929 / 7.133 eV

ORCA input file:
```
! wB97M-V def2-TZVPD RIJCOSX def2/J DEFGRID3
* xyz 2 2
Cr -0.429 -0.358 0.574
C -2.033 -4.126 -0.094
C -2.148 -2.795 0.292
N -1.027 -2.146 -0.009
N -0.194 -3.015 -0.587
C -0.770 -4.222 -0.651
B 1.226 -2.562 -0.932
N 1.883 -2.162 0.401
C 3.072 -2.506 0.902
C 3.271 -1.792 2.070
C 2.125 -1.015 2.201
N 1.300 -1.253 1.188
N 1.144 -1.244 -1.710
C 1.679 -0.908 -2.891
C 1.477 0.445 -3.094
C 0.795 0.870 -1.956
N 0.596 -0.159 -1.138
H -2.752 -4.907 0.030
H -2.971 -2.280 0.754
H -0.260 -5.062 -1.076
H 1.828 -3.400 -1.496
H 3.699 -3.216 0.401
H 4.124 -1.811 2.713
H 1.882 -0.302 2.964
H 2.165 -1.634 -3.509
H 1.784 1.034 -3.935
H 0.458 1.854 -1.688
F -0.767 -4.943 5.218
C -0.599 -3.632 5.508
C -0.768 -2.758 4.466
C -0.648 -1.381 4.654
C -0.727 -0.477 3.516
O -1.132 -0.885 2.398
C -0.253 0.850 3.776
C -0.083 1.256 5.070
N -0.228 0.447 6.143
C -0.189 1.025 7.461
C -1.359 0.851 8.387
C -1.090 2.186 7.764
C -0.367 -0.911 5.953
C -0.180 -1.827 6.996
C -0.288 -3.207 6.818
N -0.013 -4.096 7.860
C -0.381 -3.801 9.228
C 0.752 -4.245 10.175
N 1.482 -5.385 9.554
C 0.529 -6.272 8.844
C 0.011 -5.532 7.607
C 0.102 1.829 2.647
O 0.384 2.974 2.939
O 0.069 1.354 1.456
H -0.992 -3.145 3.484
H 0.187 2.287 5.259
H 0.805 1.038 7.897
H -1.168 0.723 9.443
H -2.217 0.301 8.031
H -0.699 2.984 8.377
H -1.775 2.522 6.999
H 0.087 -1.427 7.959
H -1.313 -4.319 9.492
H -0.556 -2.737 9.368
H 0.333 -4.564 11.133
H 1.463 -3.439 10.361
H 2.014 -5.900 10.262
H 2.151 -5.017 8.864
H -0.283 -6.526 9.528
H 1.022 -7.195 8.539
H -0.978 -5.932 7.352
H 0.680 -5.719 6.766
N -2.842 1.774 1.438
C -3.027 1.239 0.220
N -2.182 0.434 -0.379
C -2.675 0.039 -1.618
C -2.072 -0.790 -2.562
C -2.705 -1.035 -3.765
C -3.951 -0.492 -4.057
C -4.589 0.310 -3.130
C -3.940 0.565 -1.935
S -4.508 1.576 -0.634
H -1.884 1.926 1.725
H -3.521 2.455 1.740
H -1.122 -1.252 -2.371
H -2.212 -1.662 -4.493
H -4.415 -0.700 -5.008
H -5.554 0.747 -3.327
*
```

***

Look up the electronic energy of the third one.
-99947.9485 eV

***

Repeat the third record exactly.
# C33H34BCrFN11O3S

A molecular structure, C33H34BCrFN11O3S at a distorted geometry (wB97M-V/def2-TZVPD, OMol25).

Electronic energy ... -99947.9485 eV
Energy above the lowest of the compared OMol25 structures with the same formula, charge and spin ... 0.0 kJ/mol
LUMO (alpha / beta) ... -5.35 / -5.16 eV
Orbital gap (alpha / beta) ... 6.929 / 7.133 eV

ORCA input file:
```
! wB97M-V def2-TZVPD RIJCOSX def2/J DEFGRID3
* xyz 2 2
Cr -0.429 -0.358 0.574
C -2.033 -4.126 -0.094
C -2.148 -2.795 0.292
N -1.027 -2.146 -0.009
N -0.194 -3.015 -0.587
C -0.770 -4.222 -0.651
B 1.226 -2.562 -0.932
N 1.883 -2.162 0.401
C 3.072 -2.506 0.902
C 3.271 -1.792 2.070
C 2.125 -1.015 2.201
N 1.300 -1.253 1.188
N 1.144 -1.244 -1.710
C 1.679 -0.908 -2.891
C 1.477 0.445 -3.094
C 0.795 0.870 -1.956
N 0.596 -0.159 -1.138
H -2.752 -4.907 0.030
H -2.971 -2.280 0.754
H -0.260 -5.062 -1.076
H 1.828 -3.400 -1.496
H 3.699 -3.216 0.401
H 4.124 -1.811 2.713
H 1.882 -0.302 2.964
H 2.165 -1.634 -3.509
H 1.784 1.034 -3.935
H 0.458 1.854 -1.688
F -0.767 -4.943 5.218
C -0.599 -3.632 5.508
C -0.768 -2.758 4.466
C -0.648 -1.381 4.654
C -0.727 -0.477 3.516
O -1.132 -0.885 2.398
C -0.253 0.850 3.776
C -0.083 1.256 5.070
N -0.228 0.447 6.143
C -0.189 1.025 7.461
C -1.359 0.851 8.387
C -1.090 2.186 7.764
C -0.367 -0.911 5.953
C -0.180 -1.827 6.996
C -0.288 -3.207 6.818
N -0.013 -4.096 7.860
C -0.381 -3.801 9.228
C 0.752 -4.245 10.175
N 1.482 -5.385 9.554
C 0.529 -6.272 8.844
C 0.011 -5.532 7.607
C 0.102 1.829 2.647
O 0.384 2.974 2.939
O 0.069 1.354 1.456
H -0.992 -3.145 3.484
H 0.187 2.287 5.259
H 0.805 1.038 7.897
H -1.168 0.723 9.443
H -2.217 0.301 8.031
H -0.699 2.984 8.377
H -1.775 2.522 6.999
H 0.087 -1.427 7.959
H -1.313 -4.319 9.492
H -0.556 -2.737 9.368
H 0.333 -4.564 11.133
H 1.463 -3.439 10.361
H 2.014 -5.900 10.262
H 2.151 -5.017 8.864
H -0.283 -6.526 9.528
H 1.022 -7.195 8.539
H -0.978 -5.932 7.352
H 0.680 -5.719 6.766
N -2.842 1.774 1.438
C -3.027 1.239 0.220
N -2.182 0.434 -0.379
C -2.675 0.039 -1.618
C -2.072 -0.790 -2.562
C -2.705 -1.035 -3.765
C -3.951 -0.492 -4.057
C -4.589 0.310 -3.130
C -3.940 0.565 -1.935
S -4.508 1.576 -0.634
H -1.884 1.926 1.725
H -3.521 2.455 1.740
H -1.122 -1.252 -2.371
H -2.212 -1.662 -4.493
H -4.415 -0.700 -5.008
H -5.554 0.747 -3.327
*
```